Record 1
{"formula": "C56H60N6O22", "method": "wB97M-V/def2-TZVPD", "homo_lumo_gap_ha": 0.320, "e_tot_ev": -113014.133, "e_lumo_ev": -0.85, "smiles": "O=[N+]([O-])c1ccccc1.O=[N+]([O-])c1ccccc1.O=[N+]([O-])c1ccccc1.O=[N+]([O-])c1ccccc1.O=[N+]([O-])c1ccccc1.O=[N+]([O-])c1ccccc1.O=C1CCCO1.O=C1CCCO1.O=C1CCCO1.O=C1CCCO1.O=C1CCCO1", "homo_energy_ha": -0.351, "elements": ["O", "C", "O", "C", "C", "C", "H", "H", "H", "H", "H", "H", "O", "C", "O", "C", "C", "C", "H", "H", "H", "H", "H", "H", "O", "C", "O", "C", "C", "C", "H", "H", "H", "H", "H", "H", "O", "C", "O", "C", "C", "C", "H", "H", "H", "H", "H", "H", "O", "C", "O", "C", "C", "C", "H", "H", "H", "H", "H", "H", "C", "C", "C", "C", "C", "C", "N", "O", "O", "H", "H", "H", "H", "H", "C", "C", "C", "C", "C", "C", "N", "O", "O", "H", "H", "H", "H", "H", "C", "C", "C", "C", "C", "C", "N", "O", "O", "H", "H", "H", "H", "H", "C", "C", "C", "C", "C", "C", "N", "O", "O", "H", "H", "H", "H", "H", "C", "C", "C", "C", "C", "C", "N", "O", "O", "H", "H", "H", "H", "H", "C", "C", "C", "C", "C", "C", "N", "O", "O", "H", "H", "H", "H", "H"], "positions_angstrom": [[-5.6857, 1.9426, -2.1944], [-5.7032, 0.8563, -1.7370], [-4.8138, -0.0879, -2.0921], [-5.0135, -1.3973, -1.3727], [-6.4175, -1.2422, -0.6951], [-6.6746, 0.3371, -0.6269], [-4.2216, -1.4609, -0.6677], [-4.9409, -2.1107, -2.1788], [-6.3564, -1.6673, 0.3173], [-7.1859, -1.7915, -1.2547], [-6.5233, 0.8210, 0.3572], [-7.6156, 0.5343, -1.1105], [1.5825, -3.2793, 2.6028], [0.6354, -2.5794, 2.9109], [-0.3626, -2.3394, 2.0635], [-1.4101, -1.6506, 2.8001], [-0.6401, -0.8803, 3.8685], [0.4288, -1.8554, 4.1803], [-2.0869, -2.3988, 3.2017], [-2.0456, -0.9926, 2.1121], [-1.2226, -0.5380, 4.6837], [-0.1795, -0.0398, 3.3989], [0.1461, -2.5644, 4.9450], [1.3335, -1.3745, 4.6023], [4.2756, -4.6222, -1.7409], [4.9059, -4.1331, -0.8331], [6.0635, -3.4131, -0.9431], [6.5166, -2.9457, 0.3275], [5.2739, -3.0554, 1.2821], [4.4795, -4.1621, 0.6043], [6.8079, -1.9203, 0.1743], [7.3141, -3.5671, 0.7265], [4.7019, -2.1032, 1.3176], [5.6007, -3.2680, 2.3163], [3.4291, -4.2177, 0.7841], [4.8709, -5.1621, 0.9005], [-1.5127, 2.3707, 3.6856], [-2.3849, 2.0632, 2.8616], [-3.1186, 0.9299, 2.9184], [-3.8963, 0.7509, 1.6904], [-3.9994, 2.0951, 1.0790], [-2.8600, 2.8747, 1.6673], [-4.8791, 0.3432, 2.0116], [-3.3748, -0.0256, 1.0810], [-4.9139, 2.7191, 1.2870], [-3.9341, 2.1095, 0.0294], [-3.0409, 3.8671, 1.9705], [-1.9227, 2.8899, 1.0713], [-4.0025, -3.6181, 1.1023], [-3.4035, -4.5991, 0.6514], [-3.8784, -5.5456, -0.2117], [-2.7835, -6.4350, -0.6451], [-1.7150, -6.2774, 0.4142], [-1.9828, -4.9412, 1.0250], [-2.4785, -6.1111, -1.6859], [-3.1533, -7.4574, -0.7522], [-0.6642, -6.4905, 0.0442], [-1.8159, -7.0908, 1.1598], [-1.2876, -4.1571, 0.5871], [-2.0825, -5.0217, 2.1231], [2.1945, -0.4403, -3.9663], [3.1577, -1.4159, -3.7616], [4.4335, -0.9682, -3.3317], [4.6988, 0.3897, -3.2183], [3.7414, 1.2971, -3.5240], [2.4915, 0.9003, -3.9184], [6.0601, 0.9163, -2.8261], [6.9174, 0.0760, -2.5409], [6.2818, 2.0889, -2.8157], [1.1778, -0.7414, -4.1827], [2.9056, -2.4645, -3.8018], [5.2268, -1.6555, -3.2384], [3.9446, 2.3653, -3.3571], [1.7239, 1.6281, -4.2056], [3.2145, 6.5365, 2.4844], [2.2647, 7.1938, 1.7070], [1.7796, 6.6468, 0.4927], [2.4210, 5.5441, -0.0265], [3.4372, 4.9002, 0.7042], [3.8514, 5.4035, 1.9214], [2.0376, 4.9803, -1.3042], [2.1199, 3.8153, -1.5351], [1.5291, 5.8285, -2.0684], [3.4041, 6.8534, 3.4958], [1.6578, 7.9614, 2.1062], [0.8302, 7.1593, 0.0985], [3.9230, 4.0019, 0.3230], [4.5894, 4.8978, 2.4937], [-2.9031, 4.2003, -2.3475], [-3.9568, 4.7521, -1.6243], [-3.7959, 5.9229, -0.8300], [-2.5466, 6.5121, -0.8337], [-1.4784, 6.0023, -1.5674], [-1.6624, 4.8292, -2.3158], [-2.3447, 7.7217, 0.0123], [-3.3057, 8.4464, 0.2068], [-1.2430, 7.8425, 0.5103], [-3.1124, 3.2692, -2.8526], [-4.9705, 4.3492, -1.6358], [-4.6792, 6.4046, -0.3769], [-0.5141, 6.4688, -1.5123], [-0.8266, 4.5003, -2.9070], [0.1575, -7.3270, -3.4520], [1.0534, -6.4202, -2.9665], [1.9168, -6.7803, -1.9394], [1.7083, -8.0740, -1.4437], [0.7444, -8.9983, -1.8591], [0.0390, -8.6008, -2.9668], [2.6047, -8.5046, -0.3115], [3.3992, -7.6923, 0.1317], [2.3600, -9.5914, 0.1594], [-0.5004, -7.0241, -4.2005], [1.1825, -5.4142, -3.4215], [2.8042, -6.1603, -1.6663], [0.6539, -9.9736, -1.4413], [-0.7489, -9.2438, -3.3910], [1.6507, 0.4465, -0.7583], [0.3414, 0.8228, -1.2068], [-0.4928, -0.1835, -1.6502], [-0.0618, -1.5292, -1.5009], [1.1099, -1.8573, -0.9175], [2.0048, -0.8484, -0.5339], [-0.9494, -2.6121, -1.8241], [-0.6329, -3.7332, -1.5672], [-1.9973, -2.2867, -2.4257], [2.3300, 1.2516, -0.4262], [0.0874, 1.8232, -1.1850], [-1.4263, -0.0103, -2.1128], [1.4157, -2.8477, -0.7987], [2.9909, -1.1047, -0.1797], [-0.3784, 6.4424, 4.3030], [0.5996, 5.5533, 4.6949], [0.8931, 4.5316, 3.8011], [0.2415, 4.4565, 2.5512], [-0.6398, 5.4155, 2.1447], [-0.9387, 6.4109, 3.0636], [0.6304, 3.2469, 1.6931], [1.5358, 2.5287, 2.0875], [0.0538, 3.0103, 0.6436], [-0.6340, 7.2238, 5.0057], [1.0003, 5.5204, 5.6839], [1.5607, 3.6683, 4.0380], [-0.9371, 5.4281, 1.0872], [-1.5888, 7.2033, 2.7317]], "atomic_forces_ev_per_a": [[0.0, 1.8, -0.9], [0.3, -2.0, 2.1], [-0.2, -0.7, 0.4], [-1.6, 2.3, -0.9], [0.8, 0.6, 0.7], [1.1, -1.8, -1.8], [0.7, -0.4, 0.5], [0.0, -0.5, 0.2], [-0.1, 0.0, -0.4], [0.2, 0.4, 0.1], [-0.2, -0.3, -0.8], [-0.8, 0.4, 0.6], [-0.9, 0.6, 0.2], [2.3, -1.1, -0.9], [-0.9, 0.3, -0.1], [-1.1, 1.2, -0.9], [-0.6, -0.3, -1.1], [1.1, 0.3, 1.8], [-0.1, -0.2, 0.2], [1.4, -1.1, 0.8], [-0.6, 0.2, 0.7], [0.2, 0.9, -0.3], [-0.3, -0.5, 0.2], [-0.2, -0.4, -0.6], [1.2, 0.5, -0.1], [-1.0, 0.7, 0.1], [-0.6, -1.0, -0.8], [-1.5, 0.1, 0.9], [0.4, 0.5, 0.0], [1.5, -1.1, 0.6], [0.4, 0.2, 0.1], [0.3, 0.0, -0.3], [0.3, -0.6, -0.1], [-0.3, 0.0, -0.5], [-0.7, 0.3, -0.1], [-0.2, 0.4, 0.2], [-2.1, -1.1, -1.9], [0.8, 1.1, 1.6], [0.3, -0.2, -0.1], [-0.5, -1.4, 1.2], [-1.0, 2.5, 0.1], [2.4, -1.3, 0.2], [0.7, 0.1, -0.2], [-0.4, 0.7, 0.2], [0.4, -1.2, 0.1], [0.1, -0.3, -1.4], [-0.4, 1.2, 0.3], [-0.9, 0.2, -0.2], [0.5, -2.3, -1.5], [-0.2, 1.1, 0.2], [0.1, 0.5, 0.3], [-0.2, 0.6, -1.3], [1.5, -2.1, 0.0], [0.3, 0.9, 0.1], [-0.2, -0.1, 1.2], [-0.3, 0.3, 0.3], [-1.2, 0.8, 0.0], [-0.3, 0.4, -0.2], [-0.9, -0.8, 1.2], [1.0, 0.6, -0.4], [-0.5, -0.8, -0.5], [1.0, 1.3, 1.2], [-0.7, -0.2, -1.0], [0.6, -0.6, 0.1], [-0.2, 2.5, 0.4], [-0.7, 0.3, -0.3], [0.6, -2.5, 0.2], [-0.9, 0.3, -0.2], [-0.5, 1.3, -0.1], [0.0, 0.0, -0.2], [0.2, -0.1, -0.1], [0.8, -0.8, 0.5], [0.0, -0.5, -0.4], [0.4, -0.2, 0.4], [0.0, -0.4, -1.5], [-0.6, -1.8, -0.3], [-0.8, 1.8, 0.3], [0.9, -0.7, 1.1], [0.2, 0.0, -0.3], [-1.2, 0.9, 0.4], [-1.8, 2.9, -0.7], [0.5, -1.3, -0.2], [0.7, -1.3, 0.3], [0.3, 0.1, 0.1], [-0.2, 0.9, 0.5], [1.9, -1.1, 0.1], [-0.3, 0.3, -0.1], [0.6, -0.4, 0.3], [-0.5, 0.2, 0.7], [-0.5, 1.2, 1.1], [-0.5, -0.6, -1.3], [0.0, 0.1, 0.0], [-0.6, -0.6, 0.2], [0.0, 0.9, 0.2], [-0.8, -0.6, -0.3], [0.7, -0.2, 0.0], [0.1, 0.7, -0.1], [0.3, 0.0, -0.3], [0.5, -0.3, -0.2], [0.8, -0.4, 0.0], [0.2, 0.2, -0.2], [0.2, -0.3, -0.1], [0.0, 0.2, 0.1], [1.3, 1.5, 0.1], [0.4, -0.9, -0.2], [0.9, 0.1, 1.0], [1.2, 1.1, -0.6], [-1.6, -0.9, 0.2], [-1.0, 0.9, 0.0], [0.0, -0.6, -0.3], [0.6, -0.4, 0.3], [-0.9, 0.4, -1.4], [-0.3, -0.9, 0.3], [-1.1, -0.6, 0.1], [0.0, -0.3, 0.4], [0.6, 0.2, 0.2], [-0.7, 1.9, 1.0], [1.7, -2.9, -0.1], [1.0, -0.6, 0.5], [-0.6, 1.3, 0.4], [1.4, 1.1, 0.4], [-0.3, -0.5, -0.8], [-2.1, 1.8, -2.0], [0.1, -1.4, 0.3], [1.1, -0.8, 0.9], [-0.4, -0.4, -0.4], [-0.6, 1.7, -0.4], [-0.9, 0.3, -0.2], [0.1, -1.5, 0.2], [0.0, 0.0, 0.2], [0.4, 0.9, 1.3], [-0.4, -1.5, -1.1], [0.3, -1.5, -0.4], [1.5, -1.1, 1.0], [0.3, -0.3, -1.0], [-0.7, 0.3, -1.3], [0.6, 0.0, 0.4], [-0.4, 0.6, 0.2], [-0.3, 1.1, 0.4], [-0.2, 0.1, -0.1], [0.3, 0.3, 0.4], [-0.5, 1.1, -0.1], [-0.3, 0.0, 0.7], [-0.2, 0.1, 0.2]]}

=====

Record 2
{"formula": "C56H61B3FO5P", "method": "wB97M-V/def2-TZVPD", "homo_lumo_gap_ha": 0.333, "e_tot_ev": -83341.435, "e_lumo_ev": -0.01, "smiles": "C[C@@H](F)B1OBOB(P(O)O)O1.c1ccccc1.c1ccccc1.c1ccccc1.c1ccccc1.c1ccccc1.c1ccccc1.c1ccccc1.c1ccccc1.c1ccccc1", "homo_energy_ha": -0.333, "elements": ["C", "C", "F", "B", "O", "B", "O", "B", "P", "O", "O", "O", "H", "H", "H", "H", "H", "H", "H", "C", "C", "C", "C", "C", "C", "H", "H", "H", "H", "H", "H", "C", "C", "C", "C", "C", "C", "H", "H", "H", "H", "H", "H", "C", "C", "C", "C", "C", "C", "H", "H", "H", "H", "H", "H", "C", "C", "C", "C", "C", "C", "H", "H", "H", "H", "H", "H", "C", "C", "C", "C", "C", "C", "H", "H", "H", "H", "H", "H", "C", "C", "C", "C", "C", "C", "H", "H", "H", "H", "H", "H", "C", "C", "C", "C", "C", "C", "H", "H", "H", "H", "H", "H", "C", "C", "C", "C", "C", "C", "H", "H", "H", "H", "H", "H", "C", "C", "C", "C", "C", "C", "H", "H", "H", "H", "H", "H"], "positions_angstrom": [[-2.6356, 3.2961, -1.0050], [-2.8701, 3.0242, -2.5029], [-4.1013, 3.6024, -2.8630], [-1.7055, 3.7363, -3.2732], [-0.4228, 3.2014, -3.2965], [0.5363, 4.1072, -2.8680], [0.3830, 5.4270, -3.2560], [-0.9186, 5.8929, -3.3570], [-1.4427, 7.6004, -2.5698], [-0.3363, 8.6274, -3.2487], [-2.8398, 7.9080, -3.3637], [-1.8747, 5.0019, -3.8107], [-2.2667, 2.4038, -0.5012], [-1.9173, 4.0988, -0.8078], [-3.5848, 3.6010, -0.5673], [-2.9418, 1.9471, -2.6639], [1.4199, 3.7781, -2.1494], [0.3381, 8.2131, -3.7895], [-2.9396, 7.5120, -4.2329], [-0.9271, -0.1159, -2.0636], [-0.6455, -0.1784, -0.7051], [-1.0303, -1.2922, 0.0294], [-1.6927, -2.3405, -0.5939], [-1.9731, -2.2783, -1.9524], [-1.5917, -1.1643, -2.6876], [-0.6260, 0.7517, -2.6389], [-0.1266, 0.6394, -0.2199], [-0.8101, -1.3511, 1.0879], [-1.9865, -3.2114, -0.0207], [-2.4859, -3.0996, -2.4376], [-1.8157, -1.1126, -3.7462], [-0.5391, -2.6384, 5.8082], [-1.0480, -3.8203, 5.2875], [-1.7616, -3.8030, 4.0969], [-1.9620, -2.6044, 3.4260], [-1.4536, -1.4220, 3.9456], [-0.7439, -1.4399, 5.1381], [0.0185, -2.6512, 6.7363], [-0.8879, -4.7547, 5.8098], [-2.1613, -4.7237, 3.6909], [-2.5172, -2.5933, 2.4959], [-1.6097, -0.4872, 3.4217], [-0.3515, -0.5163, 5.5449], [-5.0412, -0.2740, -3.1872], [-5.4105, -1.5347, -3.6358], [-6.0687, -1.6708, -4.8504], [-6.3516, -0.5489, -5.6182], [-5.9783, 0.7107, -5.1698], [-5.3262, 0.8506, -3.9515], [-4.5259, -0.1717, -2.2391], [-5.1847, -2.4102, -3.0392], [-6.3586, -2.6542, -5.1996], [-6.8622, -0.6570, -6.5667], [-6.1945, 1.5857, -5.7696], [-5.0407, 1.8303, -3.5976], [5.2916, -0.4539, 5.2579], [4.1009, -1.1350, 5.0454], [2.9068, -0.6173, 5.5307], [2.9017, 0.5842, 6.2262], [4.0926, 1.2648, 6.4379], [5.2854, 0.7454, 5.9567], [6.2244, -0.8537, 4.8804], [4.1008, -2.0697, 4.4992], [1.9821, -1.1544, 5.3665], [1.9714, 0.9921, 6.6019], [4.0962, 2.2026, 6.9799], [6.2145, 1.2754, 6.1262], [1.1342, 1.9926, -8.3304], [0.5254, 3.0346, -7.6436], [-0.2587, 2.7667, -6.5305], [-0.4345, 1.4571, -6.1036], [0.1730, 0.4159, -6.7902], [0.9575, 0.6840, -7.9041], [1.7462, 2.2011, -9.1984], [0.6635, 4.0556, -7.9759], [-0.7349, 3.5815, -6.0005], [-1.0442, 1.2463, -5.2334], [0.0371, -0.6050, -6.4563], [1.4309, -0.1284, -8.4402], [4.7810, 6.4273, 8.3998], [4.8725, 7.5478, 7.5859], [5.3170, 7.4214, 6.2768], [5.6669, 6.1737, 5.7798], [5.5735, 5.0531, 6.5935], [5.1328, 5.1795, 7.9036], [4.4359, 6.5265, 9.4210], [4.5969, 8.5208, 7.9719], [5.3901, 8.2962, 5.6435], [6.0110, 6.0732, 4.7584], [5.8447, 4.0790, 6.2043], [5.0640, 4.3057, 8.5398], [0.0037, -7.9837, -1.7522], [-0.1855, -8.1992, -0.3940], [-0.2779, -7.1194, 0.4735], [-0.1854, -5.8247, -0.0182], [0.0017, -5.6087, -1.3769], [0.0989, -6.6888, -2.2433], [0.0775, -8.8259, -2.4283], [-0.2601, -9.2091, -0.0115], [-0.4203, -7.2873, 1.5336], [-0.2570, -4.9820, 0.6590], [0.0722, -4.5976, -1.7583], [0.2488, -6.5210, -3.3022], [-8.4805, -4.9469, -5.3273], [-8.2461, -4.9278, -3.9595], [-8.5337, -6.0480, -3.1917], [-9.0516, -7.1869, -3.7926], [-9.2847, -7.2055, -5.1610], [-9.0007, -6.0846, -5.9286], [-8.2605, -4.0722, -5.9266], [-7.8407, -4.0390, -3.4916], [-8.3549, -6.0326, -2.1242], [-9.2744, -8.0608, -3.1940], [-9.6883, -8.0941, -5.6292], [-9.1851, -6.0974, -6.9952], [10.7420, 1.7520, 4.0402], [10.0920, 2.7386, 4.7689], [9.2939, 2.3902, 5.8499], [9.1502, 1.0552, 6.2027], [9.7994, 0.0680, 5.4744], [10.5951, 0.4172, 4.3918], [11.3637, 2.0237, 3.1968], [10.2077, 3.7795, 4.4950], [8.7847, 3.1597, 6.4170], [8.5298, 0.7832, 7.0478], [9.6852, -0.9725, 5.7507], [11.1010, -0.3513, 3.8216]], "atomic_forces_ev_per_a": [[0.1, -0.1, 0.0], [0.0, 0.2, 0.2], [0.1, 0.0, 0.0], [0.1, -0.3, -1.0], [-0.2, 0.1, 1.2], [0.1, -0.1, -0.8], [0.0, 0.3, 0.9], [0.2, -0.1, -0.7], [0.0, 0.2, -0.2], [0.0, 0.0, 0.2], [0.0, 0.0, 0.1], [-0.4, 0.2, 0.9], [0.0, 0.0, 0.0], [-0.1, 0.1, 0.0], [0.0, -0.1, 0.0], [-0.1, 0.0, -0.1], [0.1, 0.0, -0.2], [0.0, -0.1, -0.2], [0.0, 0.0, -0.2], [0.0, 0.1, -0.1], [-0.1, 0.0, 0.0], [0.0, 0.0, 0.1], [0.0, 0.0, 0.0], [0.0, 0.0, 0.0], [0.0, 0.0, 0.0], [0.0, 0.0, 0.0], [0.0, 0.0, 0.0], [0.0, 0.0, 0.0], [0.0, 0.0, 0.0], [0.0, 0.0, 0.0], [0.0, 0.0, 0.0], [0.0, 0.0, 0.0], [0.0, 0.0, 0.0], [0.0, 0.0, 0.0], [0.0, 0.0, 0.0], [0.0, 0.0, 0.0], [0.0, 0.0, 0.0], [0.0, 0.0, 0.0], [0.0, 0.0, 0.0], [0.0, 0.0, 0.0], [0.0, 0.0, 0.0], [0.0, 0.0, 0.0], [0.0, 0.0, 0.0], [0.0, 0.0, 0.0], [0.0, 0.0, 0.0], [0.0, 0.0, 0.0], [0.0, 0.0, 0.0], [0.0, 0.0, 0.0], [0.0, -0.1, 0.0], [0.0, 0.0, 0.0], [0.0, 0.0, 0.0], [0.0, 0.0, 0.0], [0.0, 0.0, 0.0], [0.0, 0.0, 0.0], [-0.1, 0.0, 0.0], [0.0, 0.0, 0.0], [0.0, 0.0, 0.0], [0.0, 0.0, 0.0], [0.0, 0.0, 0.0], [0.0, 0.1, 0.0], [0.0, 0.0, 0.0], [0.0, 0.0, 0.0], [0.0, 0.0, 0.0], [0.0, 0.0, 0.0], [0.0, 0.0, 0.0], [0.0, 0.0, 0.0], [0.0, 0.0, 0.0], [0.0, 0.0, 0.0], [0.0, 0.0, 0.0], [0.0, 0.0, 0.0], [0.0, 0.0, 0.0], [0.0, 0.0, 0.0], [0.0, 0.0, 0.0], [0.0, 0.0, 0.0], [0.0, 0.0, 0.0], [0.0, 0.0, 0.0], [0.0, 0.0, 0.0], [0.0, 0.0, 0.0], [0.0, 0.0, 0.0], [0.0, 0.0, 0.0], [0.0, 0.0, 0.0], [0.0, 0.0, 0.0], [0.0, 0.0, 0.0], [0.0, 0.0, 0.0], [0.0, 0.0, 0.0], [0.0, 0.0, 0.0], [0.0, 0.0, 0.0], [0.0, 0.0, 0.0], [0.0, 0.0, 0.0], [0.0, 0.0, 0.0], [0.0, 0.0, 0.0], [0.0, 0.0, 0.0], [0.0, 0.0, 0.0], [0.0, 0.0, 0.0], [0.0, 0.0, 0.0], [0.0, 0.0, 0.0], [0.0, 0.0, 0.0], [0.0, 0.0, 0.0], [0.0, 0.0, 0.0], [0.0, 0.0, 0.0], [0.0, 0.0, 0.0], [0.0, 0.0, 0.0], [0.0, 0.0, 0.0], [0.0, 0.0, 0.0], [0.0, 0.0, 0.0], [0.0, 0.0, 0.0], [0.0, 0.0, 0.0], [0.0, 0.0, 0.0], [0.0, 0.0, 0.0], [0.0, 0.0, 0.0], [0.0, 0.0, 0.0], [0.0, 0.0, 0.0], [0.0, 0.0, 0.0], [0.0, 0.0, 0.0], [0.0, 0.0, 0.0], [0.0, 0.0, 0.0], [0.0, 0.0, 0.0], [0.0, 0.0, 0.0], [0.0, 0.0, 0.0], [0.0, 0.0, 0.0], [0.0, 0.0, 0.0], [0.0, 0.0, 0.0], [0.0, 0.0, 0.0], [0.0, 0.0, 0.0], [0.0, 0.0, 0.0], [0.0, 0.0, 0.0], [0.0, 0.0, 0.0]]}

=====

Q: Which formula does entry 2 have?
A: C56H61B3FO5P

=====

Q: What is the formula in the second record?
A: C56H61B3FO5P